# 1
Below is 2 unconnected molecules or ions with the total composition C2H3BN2O2S, with properties calculated with ωB97M-V/def2-TZVPD.

Results
SMILES	O=Bc1cnns1.O
frontier orbital gap	9.979	eV
energy relative to the best compared isomer or geometry (same formula, charge and spin)	1.767	eV
highest occupied orbital energy	-10.45	eV

Structure (XYZ):
```
11
C2H3BN2O2S ωB97M-V/def2-TZVPD
B -0.484 1.704 0.570
C 1.221 0.432 -0.877
C 0.649 0.733 0.347
N 2.113 -0.642 -0.910
N 2.275 -1.145 0.235
O -1.968 -1.139 0.268
O -1.298 2.573 0.656
S 1.357 -0.447 1.460
H 0.936 1.026 -1.814
H -2.774 -1.530 0.737
H -2.026 -1.568 -0.673
```

***

# 2
Below is 2 unconnected molecules or ions with the total composition C20H27N3O5, with properties calculated with ωB97M-V/def2-TZVPD.

Results
SMILES	CNC(=O)[C@@H](NC(C)=O)[C@@H](C)O.CC(C)C(=O)n1cc(C=O)c2ccccc21
frontier orbital gap	8.635	eV
energy relative to the best compared isomer or geometry (same formula, charge and spin)	2.343	eV
highest occupied orbital energy	-8.84	eV

Structure (XYZ):
```
55
C20H27N3O5 ωB97M-V/def2-TZVPD
O -4.032 -0.695 0.867
O 0.286 -4.446 1.340
O 1.458 3.243 2.227
O 2.679 -2.398 -1.674
O -0.410 -0.121 -2.565
C -3.597 0.441 0.731
C 0.251 -4.073 0.178
C 0.363 3.276 1.675
C 1.596 -2.389 -2.249
C -2.294 0.860 1.256
C -1.739 2.099 1.063
C -0.312 -1.705 3.291
C 0.783 -0.880 3.569
C -1.385 -1.216 2.539
C 0.811 0.434 3.088
C -1.349 0.099 2.059
C -0.258 0.929 2.323
N -0.492 2.168 1.699
N 1.573 -2.609 -3.568
N 0.332 -2.778 -0.119
C 0.085 -5.093 -0.933
C 0.406 -2.705 -4.445
C 0.426 4.439 -0.563
C 0.635 5.818 1.521
C -0.010 4.564 0.905
C 1.083 0.203 -0.782
C 0.291 -2.161 -1.458
C -0.051 -0.667 -1.322
H -0.435 0.832 -2.459
H -4.194 1.163 0.182
H -2.212 2.896 0.494
H -0.325 -2.731 3.651
H 1.616 -1.264 4.150
H -2.234 -1.859 2.325
H 1.672 1.054 3.312
H 2.483 -2.735 -3.983
H 0.487 -2.171 0.673
H 0.940 -5.043 -1.603
H 0.038 -6.086 -0.489
H -0.838 -4.895 -1.474
H 0.729 -2.939 -5.460
H -0.264 -3.494 -4.099
H -0.131 -1.756 -4.464
H -0.073 3.592 -1.044
H 1.509 4.286 -0.629
H 0.170 5.348 -1.118
H 0.374 5.898 2.581
H 0.283 6.719 1.010
H 1.727 5.778 1.437
H -1.092 4.708 0.955
H 1.921 0.220 -1.479
H 0.729 1.220 -0.632
H 1.430 -0.191 0.173
H -0.530 -2.614 -2.008
H -0.909 -0.574 -0.658
```

***

# 3
Below is F2H2P2S6 in the gas phase, with properties calculated with ωB97M-V/def2-TZVPD.

Results
frontier orbital gap	7.421	eV
energy relative to the best compared isomer or geometry (same formula, charge and spin)	1.319	eV
highest occupied orbital energy	-9.01	eV

Structure (XYZ):
```
12
F2H2P2S6 ωB97M-V/def2-TZVPD
F 2.381 -1.032 1.607
F -0.261 3.017 -1.047
P 1.278 0.129 1.124
P -0.873 1.775 -0.233
S 2.227 1.769 0.590
S -0.206 0.131 -1.764
S -0.290 -0.353 2.205
S -2.817 1.839 -0.871
S 1.045 -1.259 -1.025
S 0.421 -3.226 -0.846
H 0.102 -3.607 0.433
H -3.007 0.817 -0.174
```

***

# 4
Below is a molecular structure, C6H13NO7Zn, with properties calculated with ωB97M-V/def2-TZVPD.

Results
frontier orbital gap	9.626	eV
energy relative to the best compared isomer or geometry (same formula, charge and spin)	0.218	eV
highest occupied orbital energy	-9.45	eV

Structure (XYZ):
```
28
C6H13NO7Zn ωB97M-V/def2-TZVPD
Zn -0.199 -0.994 0.122
O -2.851 -2.462 2.436
C -1.877 -1.981 1.660
O -2.188 -1.370 0.587
O -0.682 -2.060 2.028
H -3.665 -2.362 1.927
O 0.361 -2.368 -3.358
C 0.009 -1.978 -2.124
O 0.330 -2.664 -1.131
O -0.568 -0.852 -1.960
H 0.268 -1.577 -3.902
C 2.150 1.134 -0.823
C 1.717 1.116 0.649
C 0.357 1.787 0.832
O -0.554 1.065 0.047
C -1.787 1.696 -0.267
N 1.605 -0.317 1.059
H 3.132 0.648 -0.860
H 2.385 2.155 -1.131
H 1.431 0.662 -1.485
H 2.474 1.652 1.226
H 0.455 2.853 0.608
H 0.086 1.739 1.900
H -2.192 2.224 0.598
H -2.465 0.924 -0.616
H -1.651 2.416 -1.080
H 1.381 -0.371 2.054
H 2.539 -0.713 1.005
```

***

# 5
Below is a molecular structure, C43H40GeN3O5Os, with properties calculated with ωB97M-V/def2-TZVPD.

Results
net charge	-1
frontier orbital gap	4.810	eV
energy relative to the best compared isomer or geometry (same formula, charge and spin)	0.000	eV
highest occupied orbital energy	-2.52	eV

Structure (XYZ):
```
93
C43H40GeN3O5Os ωB97M-V/def2-TZVPD
Os 0.077 0.778 0.195
C 2.349 -0.064 -5.261
O 3.625 -0.703 -5.391
C 3.941 -1.712 -4.536
C 4.593 -2.810 -5.097
C 4.943 -3.897 -4.320
C 4.645 -3.908 -2.962
C 4.032 -2.807 -2.394
C 3.689 -1.695 -3.163
N 3.110 -0.556 -2.556
C 2.037 -0.593 -1.686
N 1.227 -1.644 -1.832
C -0.064 -1.891 -1.299
C -0.731 -0.979 -0.473
C -2.016 -1.414 -0.063
C -2.559 -2.631 -0.422
C -1.858 -3.501 -1.264
C -0.616 -3.111 -1.702
O 0.117 -3.893 -2.597
C 0.697 -5.034 -1.984
N 1.819 0.411 -0.866
C 2.895 1.312 -0.619
C 2.706 2.674 -0.783
C 3.726 3.573 -0.494
C 4.939 3.106 -0.017
C 5.135 1.746 0.191
C 4.116 0.847 -0.105
O 4.219 -0.498 0.087
C 5.358 -0.975 0.776
H 2.107 0.307 -6.254
H 2.376 0.764 -4.558
H 1.587 -0.778 -4.944
H 4.786 -2.791 -6.162
H 5.431 -4.747 -4.780
H 4.902 -4.762 -2.348
H 3.822 -2.767 -1.332
H 3.688 0.265 -2.477
H 1.487 -2.313 -2.541
H -2.598 -0.738 0.548
H -3.546 -2.910 -0.069
H -2.275 -4.448 -1.588
H -0.070 -5.685 -1.559
H 1.387 -4.739 -1.185
H 1.246 -5.572 -2.755
H 1.729 3.005 -1.116
H 3.560 4.634 -0.627
H 5.742 3.797 0.209
H 6.073 1.396 0.600
H 5.194 -2.038 0.935
H 5.467 -0.486 1.745
H 6.270 -0.835 0.186
C 0.219 1.028 1.914
Ge 0.174 0.176 3.606
C -1.412 -0.958 3.849
C -2.540 -0.606 3.105
C -3.740 -1.289 3.260
C -3.828 -2.349 4.153
C -2.713 -2.719 4.893
C -1.520 -2.021 4.747
C 1.862 -0.752 3.991
C 3.023 0.030 4.008
C 4.267 -0.538 4.248
C 4.380 -1.907 4.460
C 3.244 -2.701 4.416
C 1.998 -2.126 4.182
C 0.015 1.601 4.953
C 0.862 1.721 6.053
C 0.742 2.788 6.938
C -0.232 3.754 6.732
C -1.087 3.647 5.642
C -0.961 2.582 4.761
H -2.464 0.198 2.378
H -4.604 -0.997 2.675
H -4.762 -2.886 4.271
H -2.773 -3.550 5.586
H -0.669 -2.310 5.356
H 2.948 1.098 3.827
H 5.152 0.090 4.266
H 5.350 -2.352 4.649
H 3.325 -3.772 4.564
H 1.126 -2.767 4.129
H 1.629 0.973 6.226
H 1.414 2.867 7.785
H -0.317 4.594 7.411
H -1.845 4.403 5.471
H -1.618 2.520 3.899
C -2.076 3.746 -1.868
O -1.073 2.853 -1.400
C -1.522 1.913 -0.451
O -2.709 1.904 -0.206
H -1.552 4.520 -2.429
H -2.622 4.189 -1.036
H -2.797 3.245 -2.516
```

***

# 6
Below is a molecular structure, C15H23CoN5, with properties calculated with ωB97M-V/def2-TZVPD.

Results
net charge	+2
frontier orbital gap (spin up / spin down)	8.367 / 8.353	eV
multiplicity	2
highest occupied orbital energy (spin up / spin down)	-15.64 / -15.80	eV

Structure (XYZ):
```
44
C15H23CoN5 ωB97M-V/def2-TZVPD
Co 0.120 0.499 -0.001
C -2.032 -0.633 3.433
C -1.137 -0.497 2.249
N -1.254 0.396 1.336
C -2.162 1.536 1.394
C -1.302 2.727 0.989
N -0.620 2.428 -0.305
C -1.548 2.621 -1.452
C -1.542 1.467 -2.468
N -0.993 0.194 -1.950
C -0.003 -0.385 -2.888
C 1.381 0.202 -2.590
N 1.548 -0.088 -1.176
C 2.356 -0.973 -0.723
C 3.543 -1.523 -1.438
C 1.908 -1.522 0.597
C 2.407 -2.610 1.293
C 1.672 -3.092 2.371
C 0.474 -2.485 2.742
C 0.057 -1.376 2.030
N 0.781 -0.943 0.998
H -3.079 -0.588 3.135
H -1.849 0.181 4.139
H -1.863 -1.568 3.959
H -2.596 1.692 2.380
H -2.976 1.378 0.683
H -0.532 2.883 1.745
H -1.899 3.638 0.926
H 0.133 3.102 -0.399
H -1.282 3.538 -1.975
H -2.553 2.770 -1.061
H -0.946 1.761 -3.331
H -2.557 1.314 -2.832
H -1.744 -0.469 -1.803
H -0.277 -0.204 -3.929
H 0.032 -1.463 -2.731
H 1.393 1.280 -2.755
H 2.136 -0.258 -3.225
H 3.956 -0.794 -2.129
H 3.287 -2.427 -1.998
H 4.315 -1.797 -0.720
H 3.332 -3.084 0.997
H 2.030 -3.951 2.923
H -0.112 -2.880 3.560
```

***

# 7
Below is 9 unconnected molecules or ions with the total composition C29H58O11, with properties calculated with ωB97M-V/def2-TZVPD.

Results
SMILES	CCOC(C)=O.CCOC(C)=O.CC(C)=O.CC(C)=O.CC(C)=O.CC(C)=O.CC(C)=O.CC(C)=O.CC(C)=O
frontier orbital gap	9.805	eV
energy relative to the best compared isomer or geometry (same formula, charge and spin)	0.898	eV
highest occupied orbital energy	-9.44	eV

Structure (XYZ):
```
98
C29H58O11 ωB97M-V/def2-TZVPD
O -2.732 2.345 -5.290
C -2.959 2.279 -4.095
O -4.148 2.399 -3.424
C -5.350 2.581 -4.222
C -6.507 2.050 -3.342
C -1.827 2.168 -3.190
H -5.408 2.045 -5.125
H -5.539 3.481 -4.414
H -7.516 2.315 -3.717
H -6.526 2.706 -2.305
H -6.362 1.043 -3.029
H -0.889 2.381 -3.719
H -1.733 0.990 -2.961
H -1.980 2.566 -2.417
O -1.993 1.151 4.508
C -0.854 1.420 4.651
O 0.154 0.608 4.499
C 0.087 -0.733 4.005
C 1.441 -1.206 3.737
C -0.354 2.646 5.360
H -0.897 -0.840 3.380
H -0.087 -1.414 4.826
H 1.494 -2.207 3.253
H 1.975 -1.239 4.683
H 1.806 -0.422 3.058
H -0.952 3.469 5.060
H 0.665 2.872 4.993
H -0.188 2.438 6.409
C -0.407 -3.911 -1.218
C 0.482 -4.884 -0.474
O 0.344 -6.092 -0.491
C 1.638 -4.316 0.418
H -1.034 -3.452 -0.430
H -1.089 -4.643 -1.672
H 0.083 -3.425 -2.030
H 2.014 -5.142 1.036
H 1.078 -3.630 1.026
H 2.489 -3.980 -0.135
C -4.729 0.446 2.044
C -4.987 0.732 0.597
O -6.141 0.347 0.125
C -4.136 1.625 -0.217
H -3.721 0.565 2.455
H -5.230 -0.404 2.584
H -5.081 1.361 2.681
H -4.806 2.462 -0.527
H -3.851 1.004 -1.168
H -3.272 2.153 0.016
C 5.469 3.503 -1.151
C 4.765 2.570 -2.154
O 5.106 1.297 -2.220
C 3.587 3.255 -2.738
H 6.392 2.965 -0.777
H 5.085 3.666 -0.265
H 5.852 4.392 -1.684
H 2.955 2.559 -3.331
H 3.839 4.185 -3.372
H 2.859 3.416 -1.980
C -3.520 -3.681 0.712
C -2.510 -4.160 1.634
O -1.599 -3.244 2.144
C -2.360 -5.561 2.002
H -3.327 -4.164 -0.284
H -3.520 -2.578 0.359
H -4.379 -3.622 1.117
H -3.322 -5.773 2.491
H -1.716 -5.789 2.770
H -2.294 -6.326 1.231
C 1.835 0.773 0.264
C 0.405 0.992 0.056
O -0.185 2.084 0.356
C -0.536 -0.195 -0.201
H 2.306 0.915 -0.564
H 2.122 -0.228 0.625
H 2.150 1.393 1.050
H -0.242 -0.705 -1.147
H -1.487 0.172 -0.450
H -0.493 -0.938 0.689
C 2.724 -1.594 -3.165
C 1.770 -0.781 -3.961
O 0.968 0.141 -3.512
C 1.949 -1.044 -5.499
H 3.617 -1.258 -3.361
H 2.706 -2.654 -3.327
H 2.441 -1.592 -2.029
H 1.591 -0.228 -6.016
H 1.419 -1.916 -5.845
H 2.886 -1.405 -5.535
C 6.266 1.968 2.400
C 5.186 1.009 2.952
O 4.854 -0.159 2.458
C 4.185 1.585 3.968
H 6.888 2.463 3.329
H 6.019 2.794 1.787
H 6.773 1.373 1.590
H 4.839 2.364 4.677
H 3.769 0.865 4.731
H 3.449 2.191 3.385
```

***

# 8
Below is a molecular structure, C6H13N, with properties calculated with ωB97M-V/def2-TZVPD.

Results
frontier orbital gap	7.795	eV
energy relative to the best compared isomer or geometry (same formula, charge and spin)	5.592	eV
highest occupied orbital energy	-7.22	eV

Structure (XYZ):
```
20
C6H13N ωB97M-V/def2-TZVPD
C 1.312 0.041 -0.586
C -1.373 -0.456 1.268
C 1.377 -1.423 -0.959
C 2.154 0.390 0.620
N -1.291 0.267 -0.004
H -1.271 -0.340 -0.813
H 1.560 0.672 -1.439
H -2.205 -1.163 1.249
H -1.529 0.270 2.062
H -0.434 -0.976 1.450
H 0.970 -2.048 -0.162
H 0.802 -1.632 -1.864
H 3.198 0.080 0.485
H 1.789 -0.121 1.513
H 2.160 1.463 0.812
H 2.406 -1.759 -1.132
C -2.577 1.221 -0.185
C -3.161 2.087 -0.801
H -3.850 2.767 -1.228
H -0.037 0.657 -0.288
```

***

no.,largest force on an atom (eV/A)
1,3.18
2,2.41
3,3.52
4,1.35
5,0.54
6,0.96
7,13.59
8,6.07